No. 1
Entry from the OMol25 dataset: C23H12Br2F3IN4O4SW as an isolated structure at a distorted geometry (wB97M-V/def2-TZVPD).

The geometry in XYZ format:
```
51
Properties=species:S:1:pos:R:3:forces:R:3:mulliken_charge:R:1
W -0.11629 0.39516 0.02127 1.34 0.43 -0.39 -0.38
I -0.25237 2.99403 1.05127 -0.26 0.50 0.15 -0.12
Br -3.02310 3.24989 -5.44507 -0.04 0.05 -0.07 -0.15
Br -3.91605 -4.21332 -3.30292 -0.03 -0.05 -0.02 -0.15
S 1.97757 0.98239 -1.36770 -0.06 -0.12 -0.03 -0.58
F 4.85898 2.46717 -1.35222 0.07 -0.14 0.06 -0.22
F 6.34141 1.60260 -0.02555 -0.15 -0.02 -0.14 -0.31
F 5.20307 0.32610 -1.35613 0.01 0.15 0.07 -0.22
O -2.13494 0.74312 0.26798 -0.21 -0.02 0.12 -0.34
O 1.08839 -1.24619 0.18441 0.27 -0.58 0.20 -0.80
O 2.14446 -2.59637 1.63921 0.08 -0.10 0.02 -0.67
O -3.90383 0.68914 1.65290 -0.01 0.05 0.01 -0.71
N -0.63662 -0.50761 1.80320 -0.20 -0.34 -0.22 1.35
N 1.81978 0.91883 1.14862 -0.57 -0.28 -0.21 -0.04
N -0.82301 1.28937 -1.88321 0.00 0.48 0.41 0.62
N -1.17279 -1.18418 -1.10879 0.23 -0.04 0.23 0.22
C 5.11845 1.40729 -0.56304 0.00 0.02 -0.05 0.60
C -2.11279 2.45775 -4.01032 -0.18 -0.27 -0.05 -0.09
C 4.07487 1.24434 0.50574 0.10 0.01 0.09 -0.06
C 1.27541 -1.81287 1.35960 -0.10 0.14 -0.03 0.60
C -2.73198 -1.68307 -2.84060 -0.12 -0.25 -0.04 -0.92
C -1.73265 0.60696 -2.57903 -0.19 -0.85 0.10 0.72
C -2.74851 0.46251 1.39351 0.02 -0.02 -0.04 0.09
C -0.52496 2.54089 -2.25279 -0.20 0.02 -0.30 -0.20
C -1.14725 3.15900 -3.32261 0.29 0.13 0.24 -0.94
C -2.41194 1.15525 -3.64653 -0.04 0.24 -0.20 -1.06
C -0.17004 -2.15265 3.44262 -0.03 0.03 0.17 -0.99
C -1.39069 -1.88075 4.05659 0.11 -0.06 0.03 -0.53
C 2.72247 1.06319 0.17266 0.18 0.03 -0.10 0.80
C -2.80822 -2.99297 -2.40821 -0.09 0.20 -0.18 -0.17
C 3.46431 1.11776 2.82834 0.00 0.00 -0.02 -1.24
C 2.15966 0.94653 2.43625 0.03 0.12 0.14 -0.23
C -1.85321 -0.32497 2.30691 -0.42 0.06 0.33 0.47
C 0.16441 -1.44959 2.30771 0.26 -0.30 0.13 0.44
C -2.25855 -0.98447 3.45368 -0.09 0.13 -0.03 -0.71
C -1.90951 -0.80958 -2.15607 -0.11 0.79 -0.42 1.01
C 4.43192 1.26771 1.83544 0.02 0.00 0.04 -0.15
C -2.06167 -3.38964 -1.31817 0.20 -0.05 0.28 -0.89
C -1.25580 -2.45444 -0.69900 -0.11 -0.15 -0.19 -0.01
H 1.35155 0.86228 3.15200 0.01 0.00 -0.03 0.61
H 0.22131 3.04011 -1.65829 0.03 0.09 -0.05 0.55
H -3.26107 -0.80224 3.81607 0.02 -0.01 0.02 0.55
H 0.51146 -2.91412 3.79770 -0.02 0.02 0.01 0.57
H -2.09416 -4.40335 -0.94688 0.00 0.01 -0.01 0.46
H -3.29794 -1.35882 -3.69866 -0.03 -0.02 0.00 0.50
H -0.88519 4.17378 -3.58365 -0.01 -0.02 0.00 0.43
H 5.47034 1.40528 2.10281 -0.01 0.00 0.01 0.52
H -0.64578 -2.73820 0.14034 0.02 -0.02 0.03 0.38
H 3.72029 1.14143 3.87712 0.01 0.00 -0.02 0.41
H -1.67998 -2.40657 4.95717 0.00 0.01 -0.03 0.45
H -3.15922 0.59609 -4.18572 0.00 0.02 -0.02 0.50
```
Positions in Å, forces in eV/Å.

The value obtained for the highest occupied orbital energy is -7.142 eV. The calculation puts the electronic energy at -207200.460 eV. The relative energy (zero: lowest compared OMol25 entry of this formula, charge and spin) comes out at 8.0 kJ/mol.


No. 2
Entry from the OMol25 dataset: a 7-piece molecular cluster, C54H69BrN3O3P2 overall at a distorted geometry (wB97M-V/def2-TZVPD).

The geometry in XYZ format:
```
132
Properties=species:S:1:pos:R:3:forces:R:3:mulliken_charge:R:1
Br -2.84156 2.49947 -0.21179 -0.19 0.47 0.10 -0.05
P -3.03414 6.92592 -2.73332 0.64 2.40 -3.23 0.48
P -5.47478 4.71443 -1.63667 0.17 0.94 3.52 0.07
O -6.71431 5.45851 -2.47370 0.74 -2.03 0.59 -0.41
O -6.21273 3.43246 -0.81670 0.20 0.84 -1.81 -0.42
O -2.96452 7.08211 -4.22380 -0.35 -0.75 1.75 -0.60
N -2.27160 5.41029 -2.22712 -0.58 -0.15 0.47 0.53
N -4.24930 4.07230 -2.72830 -0.04 0.75 -0.95 0.82
N -2.17155 3.11134 -1.84718 -0.05 0.70 -1.16 0.54
C 0.39189 -8.90540 1.16858 0.00 0.02 0.02 -0.41
C 1.57643 3.95034 -0.65520 -0.21 -0.11 -0.87 0.08
C 3.10550 7.63341 3.75739 -0.03 0.00 -0.04 -0.41
C -6.35169 -2.58955 -5.24814 0.15 0.03 0.02 -0.66
C 5.65963 -5.26085 4.63642 -0.03 -0.03 -0.02 -0.49
C 4.51082 0.70496 -3.23737 0.03 -0.06 0.06 -0.36
C 2.14856 6.67461 3.44796 0.01 0.00 0.00 -0.45
C -8.60887 -2.18015 -4.52272 -0.06 0.00 -0.02 -0.41
C 3.14275 8.83063 3.05270 -0.01 -0.03 0.00 -0.38
C 2.22573 9.06877 2.03654 -0.01 -0.01 -0.01 -0.48
C -1.63771 -2.23327 -1.35364 -0.30 1.78 -0.51 0.80
C -1.97527 0.60296 -2.35608 0.83 -2.44 0.91 -1.01
C -2.91616 4.28023 -2.30515 -0.30 -1.62 0.93 -1.13
C 6.89207 0.37028 -3.15172 -0.01 -0.01 0.03 -0.46
C 4.32751 -4.93079 4.85618 0.00 0.04 -0.02 -0.48
C -6.76465 -1.67866 -3.06295 0.08 0.00 -0.08 -0.06
C 2.61439 2.78499 -0.44258 -0.68 0.36 1.64 -0.01
C 5.42695 -5.57300 9.61390 -0.02 0.00 -0.01 -0.45
C 3.67714 -6.31536 2.99687 0.08 -0.05 0.03 0.17
C 4.33773 -0.28841 -2.27966 0.03 0.06 -0.04 0.04
C 0.20128 4.91322 -2.72177 0.55 0.39 -0.44 -0.03
C 1.61785 4.61338 -2.09233 0.49 -0.69 -0.04 -0.80
C -2.96669 -1.69850 -1.63213 1.90 2.25 -0.72 -0.99
C 0.57977 -6.15199 1.48861 -0.14 0.01 -0.07 -0.42
C -5.81814 1.96066 -4.24558 -0.49 0.51 -0.92 -0.47
C -0.22221 -8.28869 2.25167 0.03 0.01 -0.02 -0.45
C 2.69801 -5.68685 9.10382 0.03 0.00 0.01 -0.40
C 3.15672 -5.20889 10.32556 0.03 0.01 -0.02 -0.38
C 1.26536 8.11227 1.73063 0.05 -0.05 0.03 -0.29
C -0.64081 0.04286 -2.04896 -1.52 -1.19 0.19 -0.52
C 1.19099 -6.76845 0.40294 -0.10 0.00 -0.04 -0.52
C -5.73779 3.45882 -4.75985 0.16 -0.24 0.37 -0.64
C -1.46751 -3.70688 -0.83660 0.16 0.97 -0.66 -1.04
C 4.96796 -6.05932 8.39579 -0.01 0.03 0.02 -0.37
C -2.10097 2.06017 -2.90653 0.19 -2.26 -0.85 0.41
C 5.99957 -6.12371 3.60119 -0.01 0.01 -0.01 -0.42
C -3.11077 -0.28350 -2.15192 1.16 -1.09 0.61 0.55
C -5.86593 -2.11391 -4.03369 -0.29 0.07 0.11 -0.02
C 6.71980 -0.61598 -2.18820 -0.04 0.02 -0.03 -0.37
C 1.09497 -8.14505 0.24151 0.00 0.03 0.02 -0.37
C 3.33675 -5.45993 4.03766 0.05 0.01 -0.02 -0.42
C 5.78813 1.03230 -3.67499 -0.03 0.00 0.01 -0.44
C 1.22577 6.91645 2.43789 0.02 0.01 -0.06 -0.27
C 2.28548 2.16099 0.99215 -0.37 1.11 -0.66 -1.09
C 3.60319 -6.11397 8.13987 -0.02 -0.01 0.02 -0.37
C -8.13248 -1.71403 -3.30613 0.05 0.06 0.08 -0.60
C 4.52168 -5.14919 10.57948 -0.02 -0.01 -0.03 -0.37
C -0.13087 -6.91075 2.41010 0.02 0.01 -0.02 -0.38
C 5.00888 -6.64985 2.78044 0.00 0.06 0.05 -0.58
C -0.85372 5.47853 -1.70927 0.88 0.42 0.23 -0.50
C 5.44191 -0.94762 -1.75415 -0.01 0.01 0.01 -0.60
C -7.71922 -2.62007 -5.49266 0.08 0.00 -0.02 -0.36
C -0.47437 -1.33789 -1.56897 -1.85 0.91 -0.41 -0.74
C -4.49472 4.27588 -4.19771 -1.16 -0.06 -1.69 -0.66
H -0.14081 3.98510 -3.24111 -0.02 0.78 0.68 -0.15
H 2.93446 1.29077 1.24820 -0.62 0.73 -0.12 0.38
H 1.56930 -8.62577 -0.60595 -0.01 0.02 0.04 0.37
H 2.29686 -5.20459 4.21086 0.03 -0.02 -0.01 0.38
H 1.72220 4.77758 0.09651 -0.24 -1.06 -0.42 0.14
H -5.66028 -2.93634 -6.00725 -0.03 0.01 0.03 0.38
H 0.65730 -5.07767 1.61595 0.02 -0.05 0.01 0.58
H 0.36679 5.68126 -3.53288 -0.41 -0.76 0.75 0.37
H 2.11127 3.85982 -2.77673 -0.54 0.84 0.55 0.22
H 0.55023 -1.73561 -1.35839 -1.06 0.49 -0.26 0.30
H 3.63774 3.23515 -0.41117 -0.66 -0.73 -0.40 0.37
H -6.90865 1.72955 -4.08241 1.23 -0.08 -0.10 0.36
H 5.30738 -1.72035 -1.00614 0.01 0.03 -0.03 0.40
H 4.06177 -4.26110 5.66603 0.02 -0.05 -0.02 0.46
H 2.12165 5.73936 3.99491 -0.01 0.05 -0.01 0.38
H 3.34004 -0.54847 -1.94198 0.04 0.00 -0.01 0.34
H -2.19427 7.95874 -2.19683 -0.37 -1.01 0.61 0.11
H 6.43270 -4.84643 5.27316 -0.04 -0.02 -0.02 0.44
H 1.63341 -5.72724 8.90305 0.05 -0.02 0.02 0.36
H 2.25862 10.00025 1.48385 0.00 -0.03 0.04 0.37
H 5.67371 -6.39497 7.64471 -0.04 0.01 0.01 0.43
H 0.54690 8.29958 0.93993 0.02 0.02 0.04 0.35
H -4.73013 5.35819 -4.41067 0.71 -1.07 0.08 0.37
H 7.03798 -6.38597 3.43330 -0.05 0.02 0.01 0.38
H 0.55311 3.48132 -0.53759 0.93 0.54 0.12 -0.13
H 3.64914 1.22312 -3.64364 0.03 -0.02 -0.01 0.36
H -1.17920 2.21125 -3.54234 -0.88 0.25 0.83 0.39
H -5.62387 3.48287 -5.87847 -0.06 -0.04 1.06 0.43
H 4.87976 -4.77211 11.53037 -0.01 -0.02 -0.04 0.36
H -6.71618 3.97336 -4.55251 1.19 -0.28 0.01 0.31
H -5.61211 3.09863 -0.12475 -0.18 0.29 -0.35 0.30
H -0.38264 -3.98529 -0.92474 -1.11 0.11 0.27 0.21
H -5.43060 1.30497 -5.07665 -0.31 0.34 1.20 0.27
H -3.85675 -2.35113 -1.46724 0.77 0.80 -0.26 0.43
H 5.27421 -7.32105 1.97170 -0.01 0.02 0.04 0.39
H 3.88821 9.57872 3.29556 -0.04 -0.04 -0.02 0.37
H -8.82692 -1.37714 -2.54524 0.03 -0.02 -0.03 0.37
H 2.30316 5.50906 -2.12208 -0.91 -0.77 0.18 0.45
H -2.96690 2.04850 -3.61780 0.45 0.31 0.84 0.05
H 2.37318 2.99655 1.74736 0.17 -1.06 -0.56 0.25
H -1.82143 -3.79080 0.22027 0.40 0.03 -0.84 0.30
H -9.67524 -2.20196 -4.71508 0.05 -0.01 0.02 0.38
H 5.92335 1.80370 -4.42422 0.00 -0.04 0.03 0.37
H -4.12462 0.13711 -2.37944 0.94 -0.70 0.27 0.02
H -6.39579 -1.30983 -2.11146 -0.02 -0.02 -0.01 0.36
H -0.61794 6.56615 -1.54289 -0.40 -1.04 -0.15 0.15
H -0.85923 4.99191 -0.70485 0.09 0.21 -0.96 0.28
H 7.58151 -1.12730 -1.77590 -0.04 0.02 -0.03 0.37
H 2.90612 -6.72205 2.35614 0.06 -0.03 0.07 0.20
H 0.47418 6.17082 2.20076 0.03 0.02 0.04 0.43
H 1.74300 -6.17550 -0.31775 0.00 -0.03 0.04 0.38
H 2.49193 1.95551 -1.18388 0.34 0.99 0.25 -0.10
H 2.45042 -4.88200 11.07980 0.03 -0.01 -0.03 0.36
H -8.09102 -2.98784 -6.44175 0.03 0.01 0.05 0.38
H 3.24527 -6.48985 7.18820 0.04 0.01 0.04 0.47
H -0.77222 -8.88151 2.97300 0.03 0.03 -0.03 0.39
H 0.24371 0.70709 -2.22363 -0.75 -0.84 0.27 0.32
H 6.49171 -5.52492 9.81163 -0.05 -0.01 0.00 0.36
H 7.88826 0.62385 -3.49492 -0.05 -0.01 0.02 0.37
H -4.80303 -2.07327 -3.82346 -0.03 -0.08 -0.15 0.22
H 3.82235 7.44730 4.54827 -0.04 0.01 -0.04 0.37
H -0.61300 -6.42896 3.25294 0.03 -0.03 -0.02 0.39
H -7.51000 5.31470 -1.91296 0.26 0.15 -0.56 0.30
H -4.32491 7.13842 -2.18557 0.48 -0.69 0.27 0.14
H -5.26635 1.80931 -3.28604 -0.48 0.07 -0.85 -0.11
H 1.18679 1.90137 0.98030 1.16 -0.18 0.13 0.22
H -2.07375 -4.39888 -1.47707 0.56 0.58 0.61 0.36
H 0.32187 -9.97996 1.04623 0.00 0.06 0.01 0.39
H -3.58990 3.93170 -4.75825 -0.63 0.57 0.50 0.50
```
Positions in Å, forces in eV/Å.

The value obtained for the highest occupied orbital energy is -10.199 eV. The calculation puts the electronic energy at -156340.905 eV. As for the total charge: +1.


No. 3
Entry from the OMol25 dataset: an isolated ion of composition C4H6O2 and charge +1 at a distorted geometry (wB97M-V/def2-TZVPD).

The geometry in XYZ format:
```
12
Properties=species:S:1:pos:R:3:forces:R:3:mulliken_spin:R:1
O -1.24211 -0.50131 -1.34869 0.06 -0.17 1.10 0.36
O 1.06679 -1.02201 -0.47462 1.01 -0.59 -0.64 0.08
C 2.39279 -0.37701 -0.41143 0.60 0.19 -0.05 0.02
C 0.04126 -0.34528 -0.47243 -3.87 -0.42 1.51 0.45
C -2.10474 0.64023 0.82806 -0.57 -0.58 0.47 0.00
C -1.26894 -0.19738 -0.02072 3.00 1.85 -2.17 0.08
H -1.58847 0.78154 1.78641 -0.31 -0.16 -0.20 0.00
H -2.24803 1.62597 0.36029 0.02 -0.35 -0.16 0.02
H -3.08353 0.15952 0.95845 0.11 0.26 0.13 0.00
H 2.52019 0.17507 -1.34557 0.09 -0.11 0.26 0.00
H 2.42007 0.26785 0.47088 0.02 -0.15 -0.23 0.00
H 3.09471 -1.20718 -0.33062 -0.18 0.22 -0.02 0.00
```
Positions in Å, forces in eV/Å.

The value obtained for the highest occupied orbital energy (alpha / beta) is -14.732 / -16.652 eV. The calculation puts the electronic energy at -8327.917 eV. The relative energy (zero: lowest compared OMol25 entry of this formula, charge and spin) comes out at 100.1 kJ/mol. As for the total charge: +1. The spin multiplicity is 2.


Question: Which of these has the lowest electronic energy?
Answer: C23H12Br2F3IN4O4SW


Question: What is the electronic energy in the first record?
Answer: -207200.460 eV


Question: What is the formula in the third record?
Answer: C4H6O2


Question: Look up the electronic energy of the first one.
Answer: -207200.460 eV